No. 1
Computed, not measured: C4H5AgO6 as an isolated structure at a distorted geometry, with ωB97M-V/def2-TZVPD.

Values from the calculation:
Energy above the lowest of the compared OMol25 structures with the same formula, charge and spin   2.187 eV
Gap between HOMO and LUMO (spin up / spin down)   6.94 / 7.15 eV
Largest force on an atom   3.78 eV/A
LUMO energy (spin up / spin down)   -0.5125 / -2.7982 eV

```
! wB97M-V def2-TZVPD RIJCOSX def2/J DEFGRID3
* xyz 0 3
H 0.37055 0.50574 1.97303
C -0.40897 -0.20619 1.63762
C 0.31236 -1.43957 1.10831
O 1.27659 -1.13822 0.07663
C 0.90922 -0.83520 -1.14484
O -0.23835 -1.07679 -1.56488
O 1.72959 -0.00859 -1.69813
Ag -1.83244 0.02215 -1.04884
O -1.25063 0.42135 0.73079
H -0.93235 -0.53534 2.55667
H -0.36340 -2.21368 0.72407
H 0.90980 -1.88828 1.91047
H 1.42081 1.06315 -1.44912
O -1.48193 1.85213 -1.77413
O 0.40686 2.77972 -0.94028
C -0.82772 2.69762 -1.09737
*
```

=====

No. 2
Computed, not measured: C4H5BS in the gas phase at a distorted geometry, with ωB97M-V/def2-TZVPD.

Values from the calculation:
Energy above the lowest of the compared OMol25 structures with the same formula, charge and spin   0.000 eV
Gap between HOMO and LUMO   9.19 eV
SMILES string   Bc1ccsc1
Largest force on an atom   3.49 eV/A
LUMO energy   -0.2024 eV

```
! wB97M-V def2-TZVPD RIJCOSX def2/J DEFGRID3
* xyz 0 1
B -1.73926 -0.66330 -0.01270
C 0.14697 1.08498 0.13753
C 1.45326 1.22688 -0.03283
C 0.77757 -1.12987 0.17329
C -0.32386 -0.24471 0.11211
S 2.27061 -0.29246 0.00719
H -2.77400 0.29042 0.09387
H -1.95883 -1.72015 -0.51684
H -0.69003 1.74789 -0.01777
H 2.15918 2.00129 -0.12946
H 0.67838 -2.30096 0.18561
*
```

=====

No. 3
Computed, not measured: C4H5Br in the gas phase at a distorted geometry, with ωB97M-V/def2-TZVPD.

Values from the calculation:
Energy above the lowest of the compared OMol25 structures with the same formula, charge and spin   3.908 eV
Gap between HOMO and LUMO (spin up / spin down)   8.46 / 7.95 eV
Largest force on an atom   3.82 eV/A
LUMO energy (spin up / spin down)   -0.4915 / -0.7824 eV

```
! wB97M-V def2-TZVPD RIJCOSX def2/J DEFGRID3
* xyz 0 1
C -0.51285 -1.24821 0.89651
C 0.81459 0.74448 -0.30176
C 0.79248 -0.31068 0.65842
C -0.05575 1.14406 -1.21243
Br -2.09239 -0.32201 0.77210
H -0.46175 -2.10025 0.14966
H 1.07670 0.13531 1.64039
H 1.58800 -0.97844 0.36881
H -1.19783 0.97415 -1.03456
H 0.04880 1.96159 -1.93713
*
```

=====

No. 4
Computed, not measured: a 2-piece molecular cluster, C4H5Br2ClO overall at a distorted geometry, with ωB97M-V/def2-TZVPD.

Values from the calculation:
Energy above the lowest of the compared OMol25 structures with the same formula, charge and spin   3.658 eV
Gap between HOMO and LUMO (spin up / spin down)   5.16 / 5.16 eV
Largest force on an atom   2.88 eV/A
LUMO energy (spin up / spin down)   -4.1565 / -4.1661 eV

```
! wB97M-V def2-TZVPD RIJCOSX def2/J DEFGRID3
* xyz 0 1
C 0.91119 -1.01093 -1.20722
C -1.29023 0.67723 0.35664
C 0.16113 0.80577 0.60063
C 1.06135 -0.27222 0.01615
O 1.80987 -1.62512 -1.71411
Cl -1.41623 -2.51361 0.23901
Br 0.59816 2.49161 -0.16586
Br 2.73542 -0.44764 0.80118
H -0.10047 -0.92274 -1.53235
H -1.91505 1.28523 1.06821
H -1.52323 -0.33524 0.51325
H -1.66224 0.94272 -0.59310
H 0.63034 0.92494 1.61758
*
```

=====

No. 5
Computed, not measured: C4H5Br2IO as an isolated structure at a distorted geometry, with ωB97M-V/def2-TZVPD.

Values from the calculation:
Energy above the lowest of the compared OMol25 structures with the same formula, charge and spin   1.316 eV
Gap between HOMO and LUMO   8.03 eV
Largest force on an atom   4.14 eV/A
LUMO energy   -0.4512 eV

```
! wB97M-V def2-TZVPD RIJCOSX def2/J DEFGRID3
* xyz 0 1
C 0.55463 -1.11671 -0.41260
C -0.30450 -0.11149 -0.21642
C -2.55964 0.77400 -0.16048
C 2.63225 -0.34377 0.40899
O -1.61138 -0.12379 -0.71632
Br 2.24975 0.25942 2.20063
Br 2.93026 1.06946 -0.79075
I 3.74863 -2.07251 0.21843
H 0.88337 -1.94677 -1.01271
H 0.13630 0.74800 0.20806
H -3.00159 0.33783 0.75105
H -3.54056 0.80216 -0.70226
H -2.11752 1.72415 0.22439
*
```

=====

No. 6
Computed, not measured: an isolated ion of composition C4H5Br2N2 and charge +1 at a distorted geometry, with ωB97M-V/def2-TZVPD.

Values from the calculation:
Gap between HOMO and LUMO (spin up / spin down)   5.82 / 8.24 eV
Largest force on an atom   3.86 eV/A
LUMO energy (spin up / spin down)   -3.8718 / -6.7634 eV

```
! wB97M-V def2-TZVPD RIJCOSX def2/J DEFGRID3
* xyz 1 3
C -0.72021 0.89167 -0.14446
C -1.83323 -0.07904 -0.04474
C 0.14696 -1.14282 0.07599
C 1.74303 0.81941 -0.21852
N 0.43350 0.15823 -0.17478
N -1.17155 -1.27651 0.14370
Br -3.62273 0.46643 0.17066
Br 1.39359 -2.42601 0.35118
H -0.93244 1.87922 -0.01460
H 2.44354 0.15278 -0.69788
H 1.68384 1.82021 -0.62833
H 1.99447 0.96064 0.88025
H -1.55877 -2.22420 0.30154
*
```

=====

No. 7
Computed, not measured: C4H5Br2N3O2 in the gas phase at a distorted geometry, with ωB97M-V/def2-TZVPD.

Values from the calculation:
Energy above the lowest of the compared OMol25 structures with the same formula, charge and spin   0.825 eV
Gap between HOMO and LUMO   8.42 eV
SMILES string   CN1N=C(Br)[C@H]([N+](=O)[O-])[C@H]1Br
Largest force on an atom   5.21 eV/A
LUMO energy   -0.5248 eV

```
! wB97M-V def2-TZVPD RIJCOSX def2/J DEFGRID3
* xyz 0 1
C -1.40732 -0.40017 0.74939
C -1.09511 1.02920 0.11966
C 0.73765 0.67780 -0.01908
C 1.85189 -1.57237 0.31075
N -0.37522 -1.12046 0.85913
N 0.72918 -0.63988 0.35585
N -1.53303 1.05270 -1.28514
O -2.15522 2.08552 -1.62664
O -1.16147 0.12150 -1.98365
Br -3.12472 -0.74484 1.24422
Br 1.45972 1.82989 1.35449
H -1.27336 2.05112 0.48984
H 0.91801 1.04503 -1.07564
H 2.64456 -1.47976 1.01443
H 1.39948 -2.52444 0.14665
H 2.38495 -1.41086 -0.65426
*
```

=====

No. 8
Computed, not measured: C4H5Br2NO in the gas phase at a distorted geometry, with ωB97M-V/def2-TZVPD.

Values from the calculation:
Energy above the lowest of the compared OMol25 structures with the same formula, charge and spin   1.207 eV
Gap between HOMO and LUMO   9.47 eV
SMILES string   C[C@H]1[C@H](Br)C(=O)N1Br
Largest force on an atom   4.30 eV/A
LUMO energy   -0.0404 eV

```
! wB97M-V def2-TZVPD RIJCOSX def2/J DEFGRID3
* xyz 0 1
C 2.56582 0.28347 1.10817
C 1.01875 0.17581 1.59707
C 0.47859 0.73242 0.36496
C -0.49870 -0.10687 -0.41606
N 2.14304 0.50054 -0.17420
O 3.58761 0.21203 1.64447
Br 0.55039 1.42825 3.09891
Br 3.14461 1.13912 -1.50820
H 0.70507 -0.88628 1.71685
H 0.32671 1.81569 0.43319
H -0.40948 -0.11508 -1.46946
H -1.50470 0.30732 -0.21652
H -0.45692 -1.08571 -0.07117
*
```

=====

No. 9
Computed, not measured: C4H5Br2NO in the gas phase at a distorted geometry, with ωB97M-V/def2-TZVPD.

Values from the calculation:
Energy above the lowest of the compared OMol25 structures with the same formula, charge and spin   2.491 eV
Gap between HOMO and LUMO   8.46 eV
SMILES string   [O-]/[N+](=C\C=C\Br)CBr
Largest force on an atom   5.95 eV/A
LUMO energy   -0.2157 eV

```
! wB97M-V def2-TZVPD RIJCOSX def2/J DEFGRID3
* xyz 0 1
C -0.50397 1.02054 1.17657
C -0.31857 -0.30454 0.64300
C -0.11561 2.12072 0.59872
C 0.21662 -1.77705 -1.12457
N 0.16155 -0.43126 -0.56259
O 0.44735 0.46048 -1.40814
Br -0.39674 3.82262 1.18617
Br 1.86396 -2.63551 -0.50626
H -1.03297 0.83377 2.05611
H -0.45518 -1.15031 1.13585
H 0.39570 2.07942 -0.32761
H -0.61351 -2.38991 -0.71769
H 0.35137 -1.64896 -2.14956
*
```

=====

No. 10
Computed, not measured: C4H5Br2NO2S as an isolated structure at a distorted geometry, with ωB97M-V/def2-TZVPD.

Values from the calculation:
Energy above the lowest of the compared OMol25 structures with the same formula, charge and spin   0.000 eV
Gap between HOMO and LUMO   10.38 eV
Largest force on an atom   5.02 eV/A
LUMO energy   -0.1865 eV

```
! wB97M-V def2-TZVPD RIJCOSX def2/J DEFGRID3
* xyz 0 1
C -1.09620 -1.56153 -0.11808
C -0.78566 1.14035 -0.17856
C 1.52503 -0.38533 0.91232
C -1.76257 -0.32493 -0.50229
N -0.55689 -2.51788 0.22388
O 1.13521 -0.06564 -1.80019
O 1.77697 1.83173 -0.45955
S 1.00729 0.64272 -0.58283
Br 3.45562 -0.28059 0.80216
Br -3.46262 -0.18063 0.47335
H -1.13663 1.83150 -0.89691
H -0.56992 1.41559 0.88997
H 1.29000 -1.43978 0.98131
H 1.04961 0.05160 1.82483
H -1.86925 -0.15718 -1.56941
*
```